# C26H75Cu3N3O14P

A molecular structure, C26H75Cu3N3O14P (wB97M-V/def2-TZVPD, the Open Molecules 2025 dataset).

Output
Calculated total energy   -204521.1042 eV
Frontier orbital gap   7.4 eV
Strongest force on any atom   3.01 eV Å⁻¹
Energy above the lowest of the compared OMol25 structures with the same formula, charge and spin   0.0 kcal per mole
HOMO   -8.74 eV

ORCA input file:
```
! RIJCOSX wB97M-V def2-TZVPD def2/J DEFGRID3
* xyz 0 1
Cu -1.03025 1.50103 -0.43806
Cu -0.41302 -2.19917 1.52238
Cu 2.60483 -0.70125 -2.45217
P 0.46675 -0.81811 -0.58495
O 0.93076 0.59762 -0.98173
O 1.45803 -1.37475 0.51507
O 0.44453 -1.77796 -1.85603
O -1.01941 -0.72620 -0.09007
C 1.12303 -0.19187 5.12435
C 1.74404 -0.73091 3.88170
O 0.97192 -0.36739 2.77813
H 1.52810 -0.62383 6.03946
H 0.05625 -0.38264 5.24126
H 1.16480 0.89733 5.12070
H 1.74991 -1.81812 3.95944
H 2.76271 -0.39813 3.68250
H 1.26860 -0.72759 1.93918
C -2.88465 -4.89841 -0.30750
C -1.91520 -4.16418 -1.21477
O -0.86840 -3.73291 -0.35862
H -2.40562 -5.78901 0.09925
H -3.75037 -5.17813 -0.90783
H -3.24210 -4.26916 0.50759
H -2.35406 -3.28913 -1.69412
H -1.45983 -4.82280 -1.95435
H -0.46098 -3.01443 -0.84792
C 5.55430 0.97546 -0.56856
C 4.29644 0.53338 0.24008
O 3.86821 -0.72247 -0.26323
H 5.77580 2.02924 -0.39945
H 5.41407 0.78423 -1.63245
H 6.45077 0.43555 -0.26370
H 3.47561 1.24054 0.12066
H 4.57645 0.37812 1.28199
H 2.96954 -0.94395 -0.00840
C 2.30721 -5.57776 -0.71480
C 2.57398 -4.34340 -1.54723
O 1.46142 -4.14240 -2.40599
H 3.20273 -5.78751 -0.12986
H 2.17180 -6.42870 -1.38238
H 1.44018 -5.47601 -0.06211
H 3.33552 -4.54216 -2.30132
H 2.77587 -3.49790 -0.88961
H 1.07372 -3.27449 -2.27167
C -5.75561 -0.63064 -1.24490
C -4.47437 -1.35925 -1.41260
O -3.44403 -0.38466 -1.34415
H -5.97546 0.06985 -2.05055
H -5.90876 0.00404 -0.37207
H -6.57996 -1.34355 -1.26226
H -4.50020 -1.87722 -2.37131
H -4.35920 -2.12063 -0.64114
H -2.70771 -0.76635 -0.86068
C 3.44862 -4.59305 3.42685
C 3.50319 -3.49693 2.33044
O 2.19513 -3.35302 1.80386
H 4.39215 -5.05759 3.71329
H 2.77418 -5.39489 3.12638
H 2.96458 -4.07481 4.25465
H 4.15212 -3.80811 1.51181
H 3.90239 -2.52237 2.61148
H 2.12618 -2.57883 1.24040
C -1.94346 -1.27918 -5.80658
C -1.58903 -1.45264 -4.31860
O -0.27953 -1.04008 -4.10114
H -1.15309 -1.64009 -6.46473
H -2.09298 -0.21716 -6.00111
H -2.80955 -1.84583 -6.14850
H -1.69091 -2.47286 -3.94862
H -2.28290 -0.79087 -3.80024
H 0.00625 -1.36678 -3.24487
C 0.20836 4.63910 0.68065
C 1.08074 3.71541 1.46841
C 0.85321 3.90562 2.96887
O 1.92855 4.57867 3.56826
C 1.90487 5.98973 3.42261
N 0.69193 2.39249 1.12040
H 0.41275 5.67148 0.96438
H -0.81689 4.34304 0.90275
H 0.41753 4.60595 -0.38858
H 2.10772 4.02441 1.27359
H 0.87283 2.93926 3.47275
H -0.06863 4.41760 3.24490
H 2.52416 6.38959 4.22555
H 0.91144 6.42397 3.53496
H 2.28832 6.26862 2.44114
H 0.87199 1.74068 1.87062
H 1.05602 1.94185 0.29308
C -1.21643 2.98718 -4.82337
C -0.05714 2.68287 -3.80269
C 0.68540 3.91530 -3.25472
O 1.10518 4.66686 -4.37956
C 2.07886 5.54922 -4.05487
N -0.56625 1.75182 -2.81139
H -1.93501 3.71793 -4.45222
H -1.80516 2.09721 -5.04568
H -0.75862 3.33958 -5.74767
H 0.69141 2.13723 -4.37718
H 1.50813 3.51932 -2.65940
H 0.12926 4.56958 -2.58335
H 1.81964 6.20442 -3.22323
H 2.23631 6.23140 -4.89030
H 3.04859 5.07689 -3.89792
H 0.24748 1.38753 -2.33681
H -0.93631 0.89774 -3.20345
C -4.39955 -0.92707 3.46469
C -3.51721 -0.35644 2.40445
C -2.61529 0.73492 2.89256
O -3.36662 1.91368 3.16018
C -2.62002 3.11751 3.35440
N -2.86600 -1.56376 1.76379
H -4.93761 -1.78104 3.05321
H -5.13765 -0.17181 3.73468
H -3.88476 -1.27484 4.36032
H -4.21949 0.17179 1.75958
H -1.93947 0.86069 2.04665
H -2.01089 0.38327 3.72870
H -3.06036 3.67887 4.17846
H -2.58051 3.84487 2.54355
H -1.58538 2.83752 3.55244
H -3.51570 -2.23149 1.37376
H -2.37574 -1.20245 0.95806
*
```

# C26H75N15O13

10 unconnected molecules or ions with the total composition C26H75N15O13 (wB97M-V/def2-TZVPD, the Open Molecules 2025 dataset).

Output
Calculated total energy   -77148.5169 eV
SMILES   COCCNCCOC.COCCNCCOC.COCCNCCOC.NC(N)=O.NC(N)=O.NC(N)=O.NC(N)=O.NC(N)=O.NC(N)=O.CCO
Frontier orbital gap   9.0 eV
Strongest force on any atom   4.47 eV Å⁻¹
HOMO   -8.39 eV

ORCA input file:
```
! RIJCOSX wB97M-V def2-TZVPD def2/J DEFGRID3
* xyz 0 1
C 0.65706 0.67622 -0.17680
C -0.55963 1.17969 0.62588
O -0.22463 1.28146 2.03818
H 0.39369 0.61627 -1.26542
H 0.90959 -0.38392 0.11874
H 1.48645 1.34422 -0.11218
H -1.40524 0.48788 0.62097
H -0.91930 2.15146 0.24182
H 0.75299 1.43937 2.03795
C 1.12007 -4.06985 -4.00587
O 0.26114 -3.81214 -2.96488
C 0.10484 -4.74932 -1.84551
C 1.41817 -5.11406 -1.17999
N 1.11899 -5.42653 0.21985
C 1.32806 -6.74806 0.79695
C 2.85239 -7.08611 1.06172
O 3.58776 -6.78335 -0.06115
C 4.98531 -7.01114 0.18023
H 1.35778 -3.13482 -4.50427
H 0.67760 -4.74486 -4.72889
H 2.08923 -4.49874 -3.60882
H -0.38567 -5.69374 -2.14301
H -0.45801 -4.15389 -1.11156
H 2.03297 -4.22237 -1.20791
H 1.99346 -5.83017 -1.74929
H 1.40155 -4.67587 0.82759
H 0.90099 -7.43847 0.07008
H 0.83036 -6.82128 1.72684
H 2.99791 -8.14643 1.40572
H 3.17501 -6.52207 1.96757
H 5.61017 -6.72044 -0.70484
H 5.13899 -8.05603 0.47643
H 5.29122 -6.41944 1.12161
C -9.91281 -1.67802 -0.53373
O -8.61355 -1.59497 0.00924
C -8.68356 -1.71266 1.40422
C -7.23367 -1.92548 1.96173
N -6.54801 -0.64754 1.98745
C -5.16122 -0.51422 2.36595
C -4.76404 0.89522 2.22833
O -4.56266 1.08885 0.74050
C -4.01868 2.35635 0.40101
H -10.39974 -2.59267 -0.27828
H -9.74348 -1.46993 -1.56539
H -10.55684 -0.86726 -0.19892
H -9.34168 -2.54880 1.74208
H -9.07713 -0.73194 1.84430
H -6.75985 -2.66017 1.28506
H -7.36386 -2.33614 2.95087
H -6.76704 -0.26641 1.09622
H -4.45162 -1.17766 1.85692
H -5.17003 -0.77049 3.42858
H -3.78790 1.05151 2.72259
H -5.50276 1.55327 2.69474
H -3.35290 2.82065 1.14674
H -4.90253 2.99232 0.27480
H -3.50268 2.22247 -0.61505
C -1.05957 3.29580 -2.38680
O -0.02560 4.14173 -2.86783
C 1.21731 3.78937 -2.32646
C 2.11455 5.10217 -2.40153
N 3.40504 4.80249 -1.64520
C 4.28809 5.94995 -1.68162
C 5.33618 6.01798 -0.52835
O 5.70322 7.41836 -0.28144
C 7.10495 7.39819 0.19029
H -0.80958 2.16548 -2.46118
H -1.92965 3.45578 -2.96160
H -1.35027 3.49524 -1.32030
H 1.64849 2.96022 -2.83373
H 1.03604 3.54167 -1.26826
H 1.62716 5.96121 -1.88151
H 2.31972 5.33100 -3.42959
H 3.86411 4.09970 -2.16499
H 3.70652 6.88131 -1.76903
H 4.80853 5.91831 -2.60073
H 6.25633 5.46428 -0.77286
H 4.94555 5.64694 0.40124
H 7.78776 6.99181 -0.55961
H 7.04010 6.74611 1.03495
H 7.32310 8.34114 0.60006
C 2.14808 -0.17753 -3.05955
O 1.25095 0.33069 -3.69502
N 2.12907 -1.46525 -2.57031
N 3.23943 0.66224 -2.84709
H 1.22109 -1.86386 -2.70788
H 2.61484 -1.86383 -1.77931
H 3.08527 1.54137 -3.37259
H 3.97364 0.41512 -2.20873
C -1.53654 4.81463 3.15422
O -0.79860 5.14912 2.29644
N -1.76922 3.45536 3.51208
N -2.32598 5.72693 3.94938
H -2.11734 3.31516 4.45259
H -1.06620 2.70812 3.19780
H -2.42993 6.56740 3.33919
H -3.16566 5.28850 4.30349
C -2.73931 -1.94199 -1.75503
O -2.32730 -2.40860 -0.66894
N -3.84946 -1.17772 -1.75608
N -2.05395 -2.20402 -2.88982
H -4.24335 -1.22840 -0.80879
H -4.34003 -0.87286 -2.55473
H -1.26376 -2.76028 -2.62714
H -2.05547 -1.60820 -3.65163
C 0.40255 -2.77698 2.38225
O 1.35329 -3.49298 2.50213
N -0.04481 -1.90738 3.31256
N -0.34321 -2.86984 1.18954
H -0.78172 -1.26171 3.02878
H 0.49871 -1.60465 4.10898
H -1.14429 -2.31653 0.97388
H -0.15535 -3.64781 0.61866
C 3.76332 -1.20560 0.59916
O 4.22075 -0.28477 -0.07197
N 3.03295 -1.08411 1.75384
N 3.92011 -2.47872 0.10551
H 2.89131 -1.93320 2.29710
H 3.20174 -0.16896 2.19640
H 4.78411 -2.59902 -0.37089
H 3.71055 -3.22837 0.70702
C 2.73971 2.78363 1.43469
O 2.51681 1.88761 2.21174
N 3.63646 2.63047 0.47365
N 2.28489 4.06318 1.47343
H 3.74421 3.39730 -0.15990
H 3.91870 1.72697 0.27950
H 1.36969 4.15766 1.92853
H 2.19814 4.49565 0.57122
*
```